Entry 1:
Here is a molecular structure, C32H44BBr2CaFN13O3S2 from the OMol25 dataset. Energies are from ωB97M-V/def2-TZVPD.

The geometry in XYZ format:
```
99
Properties=species:S:1:pos:R:3:lowdin_charge:R:1
Ca 2.17 0.63 1.67 1.2238
C 2.82 -3.47 3.81 -0.0432
C 2.39 -2.12 3.83 -0.1409
N 2.81 -1.52 2.72 -0.0639
N 3.49 -2.44 1.95 -0.0455
C 3.55 -3.59 2.58 -0.0896
B 4.46 -1.93 0.80 -0.4503
N 3.53 -1.72 -0.50 -0.0136
C 3.63 -2.10 -1.78 -0.0956
C 2.71 -1.44 -2.51 -0.0832
C 2.09 -0.59 -1.62 -0.1838
N 2.53 -0.75 -0.38 -0.0269
N 5.27 -0.63 1.04 -0.0471
C 6.59 -0.49 0.89 -0.0899
C 6.91 0.82 1.03 -0.0733
C 5.70 1.42 1.18 -0.2023
N 4.70 0.58 1.17 -0.0313
H 2.59 -4.33 4.41 0.0795
H 1.70 -1.59 4.48 0.1142
H 4.01 -4.45 2.15 0.1113
H 5.28 -2.84 0.49 0.1234
H 4.32 -2.85 -2.08 0.1188
H 2.62 -1.48 -3.52 0.0633
H 1.31 0.13 -1.80 0.0970
H 7.29 -1.33 0.81 0.1311
H 7.90 1.27 0.89 0.1166
H 5.48 2.47 1.28 0.1164
F -2.25 -1.68 -3.18 0.0967
C -2.67 -1.07 -2.08 -0.2317
C -1.76 -0.62 -1.18 0.0801
C -2.10 0.17 -0.09 -0.0200
C -1.04 0.60 0.87 -0.2766
O 0.13 0.29 0.61 -0.1231
C -1.60 1.28 2.05 0.0095
C -2.96 1.44 2.17 0.0403
N -3.90 1.01 1.29 0.0090
C -5.22 0.70 1.79 -0.2975
C -5.79 1.59 2.79 -0.0984
C -6.39 1.62 1.37 -0.0491
C -3.48 0.35 0.09 -0.0925
C -4.43 -0.25 -0.70 0.0610
C -4.03 -0.95 -1.81 -0.1594
N -5.08 -1.58 -2.59 -0.0908
C -5.32 -0.67 -3.75 -0.1425
C -6.25 -1.31 -4.74 -0.1108
N -7.06 -2.20 -3.88 0.0577
C -6.25 -3.37 -3.54 -0.1150
C -4.88 -2.95 -3.12 -0.1306
C -0.72 1.90 3.19 -0.6181
O -1.29 2.64 3.99 0.0253
O 0.54 1.63 3.10 -0.2672
H -0.78 -0.95 -1.36 0.1153
H -3.35 1.74 3.11 0.1221
H -5.43 -0.39 1.81 0.1662
H -5.11 2.41 3.02 0.1120
H -6.33 1.17 3.59 0.1036
H -6.12 2.57 0.86 0.1245
H -7.34 1.11 1.26 0.0939
H -5.45 -0.14 -0.49 0.1069
H -4.39 -0.31 -4.21 0.0920
H -5.82 0.18 -3.29 0.1341
H -5.81 -1.85 -5.58 0.1438
H -6.93 -0.60 -5.16 0.1336
H -7.87 -2.51 -4.37 0.1791
H -7.23 -1.60 -3.06 0.1915
H -6.30 -4.15 -4.30 0.1495
H -6.71 -3.84 -2.69 0.1315
H -4.20 -2.87 -3.97 0.1198
H -4.38 -3.64 -2.40 0.1613
Br 1.41 6.38 2.32 0.6794
C 1.15 4.56 2.17 -1.1126
Br 1.50 3.73 0.42 0.5892
H 0.14 4.40 2.42 -0.0262
H 1.87 4.03 2.83 -0.0424
C 6.30 -0.36 4.87 -0.0563
N 5.39 0.58 4.23 -0.0185
C 4.80 1.61 4.85 -0.8441
S 3.22 2.08 4.45 0.6446
N 5.37 2.29 5.86 -0.0380
C 6.82 2.37 6.23 -0.0431
H 6.16 -1.33 4.48 0.0694
H 6.16 -0.36 5.94 0.0804
H 7.40 -0.06 4.71 0.1036
H 4.92 0.31 3.43 0.0294
H 4.84 3.04 6.24 0.0938
H 7.07 1.60 6.97 0.0842
H 6.99 3.33 6.62 0.0674
H 7.41 2.14 5.37 0.0675
C -0.15 0.79 -5.78 -0.0859
N -1.56 0.67 -5.83 -0.0532
C -2.29 0.78 -6.95 -0.9427
N -1.58 1.01 -8.07 0.1239
S -3.95 0.77 -6.98 0.5694
H 0.22 0.95 -4.79 0.0844
H 0.15 1.71 -6.27 0.0917
H 0.39 -0.02 -6.27 0.0951
H -2.05 0.61 -4.96 0.1014
H -0.59 0.95 -8.02 0.0787
H -1.96 0.86 -8.93 0.0580
```

LUMO energy: -2.857 eV
Maximum force: 3.4 eV Å⁻¹
E: -8930.0211 a.u.
Relative energy (zero: lowest compared OMol25 entry of this formula, charge and spin): 1.355 eV
Orbital gap: 0.2347 hartree
Net charge: +1


Entry 2:
Here is a gas-phase ion, C32H44BBr3FN2O4S2 (charge +1) from the OMol25 dataset. Energies are from ωB97M-V/def2-TZVPD.

The geometry in XYZ format:
```
89
Properties=species:S:1:pos:R:3:lowdin_charge:R:1
C 6.32 1.34 0.00 0.0428
C 6.02 2.51 -0.22 -0.1377
C 5.82 4.02 -0.56 -0.1861
C 4.80 4.14 -1.78 -0.1713
C 3.29 4.52 -1.32 -0.1620
C 2.59 3.28 -0.63 -0.1453
C 2.06 2.26 -1.59 -0.1274
C 2.21 2.36 -3.15 -0.6640
Br 0.96 3.57 -4.07 0.7731
C 3.19 1.66 -3.84 -0.6588
C 3.23 1.86 -5.42 -0.1479
Br 4.48 0.48 -2.93 0.7587
C 1.33 1.04 -1.05 -0.0539
C 0.79 0.03 -2.02 0.0265
C 0.08 -1.17 -1.50 -0.0929
C -0.49 -2.18 -2.57 -0.1409
C -1.76 -1.63 -3.38 -0.2138
C -2.53 -0.42 -2.69 -0.4657
S -3.26 -0.83 -1.05 0.8782
C -4.86 0.03 -0.83 -1.0312
S -5.03 1.59 -1.36 0.6802
N -5.91 -0.74 -0.15 -0.2335
C -7.26 -0.45 -0.71 -0.2683
C -8.09 -1.82 -0.66 -0.0865
C -5.85 -0.59 1.33 -0.2273
C -4.66 0.30 1.89 -0.1220
C -0.04 -1.35 0.02 0.0136
C -0.82 -2.65 0.48 -0.2537
F -1.60 -2.45 1.67 -0.0460
C 0.10 -3.96 0.56 -0.1666
C -0.42 -5.14 -0.42 -0.0980
C 0.54 -0.34 0.98 -0.0778
O 0.41 -0.62 2.34 -0.1174
C 1.25 -1.71 2.79 -0.0920
C 0.47 -2.61 3.89 -0.3346
C -0.61 -1.63 4.58 -0.0502
O 1.38 -3.03 4.93 -0.0539
C 1.23 0.92 0.47 0.0559
C 1.79 2.00 1.38 -0.1029
C 1.66 1.95 2.93 -0.0408
B 2.98 1.21 3.59 -0.5557
O 3.27 1.54 4.94 0.1144
O 3.78 0.33 2.80 0.1026
N 2.45 3.11 0.79 -0.3346
Br 3.24 4.46 1.84 0.9901
H 6.84 0.45 0.46 0.0698
H 5.57 4.66 0.33 0.0605
H 6.82 4.40 -0.95 0.1267
H 4.72 3.16 -2.34 0.0587
H 5.07 4.93 -2.55 0.1268
H 3.24 5.49 -0.74 0.0907
H 2.74 4.74 -2.30 0.0778
H 3.69 2.84 -5.72 0.0921
H 2.20 1.80 -5.89 0.0610
H 3.83 1.02 -5.91 0.0810
H 0.90 0.13 -3.15 0.1303
H -0.75 -3.19 -2.17 0.0830
H 0.34 -2.32 -3.34 0.1316
H -1.38 -1.24 -4.38 0.1187
H -2.42 -2.52 -3.62 0.1201
H -3.37 -0.10 -3.39 0.0879
H -1.82 0.46 -2.54 0.0740
H -7.14 -0.20 -1.81 0.0987
H -7.77 0.40 -0.16 0.1143
H -9.21 -1.65 -0.54 0.0781
H -7.77 -2.50 0.20 0.0718
H -7.88 -2.38 -1.62 0.0755
H -5.76 -1.60 1.85 0.1213
H -6.81 -0.14 1.72 0.1245
H -4.76 1.38 1.57 0.0637
H -3.62 -0.13 1.68 0.0541
H -4.76 0.30 3.02 0.0873
H -1.60 -2.89 -0.32 0.0910
H 1.19 -3.74 0.34 0.1152
H 0.09 -4.43 1.60 0.1090
H -1.49 -4.96 -0.74 0.0784
H -0.27 -6.17 0.06 0.0850
H 0.25 -5.09 -1.34 0.0755
H 2.19 -1.37 3.33 0.1284
H 1.63 -2.35 1.92 0.1303
H -0.13 -3.44 3.43 0.1225
H -1.49 -1.43 3.90 0.0776
H -0.17 -0.63 4.87 0.0845
H -1.05 -2.10 5.53 0.1006
H 1.18 -2.42 5.68 0.0949
H 0.69 1.47 3.29 0.1399
H 1.64 2.98 3.43 0.0908
H 3.81 2.37 4.89 0.1216
H 4.25 0.83 2.10 0.0989
```

LUMO energy: -4.135 eV
Maximum force: 3.7 eV Å⁻¹
E: -10298.8225 a.u.
Orbital gap: 0.2238 hartree
Net charge: +1


Entry 3:
Here is 8 unconnected molecules or ions with the total composition C32H44BrFN3O31S8 from the OMol25 dataset. Energies are from ωB97M-V/def2-TZVPD.

The geometry in XYZ format:
```
120
Properties=species:S:1:pos:R:3:lowdin_charge:R:1
O -3.78 -1.29 3.36 0.0638
C -2.92 -1.41 2.52 -0.2110
C -1.98 -0.19 2.28 -0.0224
C -1.84 0.25 0.82 -0.0786
C -0.57 0.61 0.34 -0.0304
C 0.67 0.63 1.19 -0.1802
C 1.26 1.85 1.69 0.0209
C 2.40 1.71 2.50 -0.1412
N 3.06 0.61 2.86 0.0893
C 2.54 -0.54 2.40 -0.1104
C 1.37 -0.54 1.61 -0.0234
C -0.41 1.02 -1.04 -0.1873
N 0.89 1.38 -1.47 0.1194
C 1.33 0.54 -2.27 -0.7607
S 2.04 -0.31 -3.37 0.8760
C -1.56 1.07 -1.88 -0.4645
Br -1.31 1.68 -3.67 0.9446
C -2.79 0.69 -1.34 -0.1382
C -4.03 0.72 -2.24 -0.1039
C -3.87 -0.27 -3.47 -0.2033
C -4.71 -1.58 -3.35 -0.1264
C -3.91 -2.79 -3.95 -0.1694
O -4.59 -3.36 -5.09 -0.0483
C -3.61 -3.95 -5.86 -0.3355
O -3.54 -5.14 -5.97 0.0993
N -2.88 0.31 -0.04 0.0597
F -4.12 0.00 0.40 0.1189
H -2.88 -2.36 1.95 0.1298
H -2.30 0.71 2.85 0.1465
H -0.99 -0.46 2.71 0.1300
H 0.81 2.82 1.44 0.1235
H 2.81 2.67 2.90 0.0918
H 3.01 -1.49 2.68 0.1161
H 0.97 -1.52 1.29 0.1038
H -4.96 0.45 -1.72 0.1195
H -4.17 1.76 -2.62 0.1200
H -2.81 -0.54 -3.59 0.0548
H -4.15 0.33 -4.36 0.1209
H -5.01 -1.80 -2.31 0.1134
H -5.62 -1.43 -3.97 0.1259
H -2.91 -2.45 -4.32 0.1130
H -3.79 -3.53 -3.13 0.1354
H -2.82 -3.35 -6.39 0.1532
C 0.84 -5.72 -0.46 -0.1631
C 0.51 -5.28 -1.87 -0.1501
O -0.80 -4.69 -1.77 -0.1804
S -0.95 -4.00 -0.34 0.5854
O -0.69 -2.60 -0.48 -0.2529
O -2.15 -4.48 0.26 -0.2267
O 0.31 -4.68 0.38 -0.1783
H 0.34 -6.65 -0.22 0.1201
H 1.90 -5.83 -0.31 0.1216
H 0.51 -6.10 -2.58 0.1427
H 1.21 -4.50 -2.22 0.0927
C 1.81 -8.91 3.68 -0.1579
C 1.82 -7.40 3.66 -0.1613
O 2.80 -7.05 2.67 -0.1823
S 2.81 -8.17 1.52 0.6425
O 2.01 -7.70 0.43 -0.2613
O 4.14 -8.62 1.34 -0.1942
O 1.98 -9.30 2.31 -0.1766
H 2.66 -9.30 4.25 0.1374
H 0.89 -9.31 4.08 0.1388
H 2.07 -6.97 4.62 0.1386
H 0.85 -7.00 3.33 0.1331
C -4.37 4.42 2.00 -0.1570
C -4.85 3.19 1.25 -0.1532
O -5.02 3.62 -0.11 -0.2731
S -3.92 4.77 -0.43 0.6234
O -2.82 4.17 -1.09 -0.2295
O -4.59 5.90 -0.95 -0.1924
O -3.49 5.08 1.09 -0.1774
H -5.21 5.09 2.22 0.1391
H -3.85 4.17 2.92 0.1369
H -5.78 2.80 1.64 0.1462
H -4.09 2.41 1.26 0.1055
C 5.58 6.34 4.15 -0.1646
C 5.43 5.77 5.54 -0.1641
O 5.00 4.41 5.33 -0.1795
S 5.65 3.86 3.97 0.6263
O 6.82 3.11 4.29 -0.2116
O 4.61 3.34 3.15 -0.2496
O 6.12 5.28 3.37 -0.1882
H 4.61 6.62 3.73 0.1317
H 6.24 7.21 4.14 0.1325
H 4.70 6.31 6.14 0.1410
H 6.39 5.74 6.07 0.0809
C 1.43 -6.06 -6.61 -0.1515
C 0.54 -4.90 -6.99 -0.1567
O 0.64 -3.98 -5.89 -0.1930
S 2.12 -4.09 -5.26 0.6180
O 2.91 -3.04 -5.79 -0.2144
O 1.97 -4.31 -3.86 -0.2491
O 2.56 -5.46 -5.95 -0.1739
H 0.93 -6.72 -5.89 0.1352
H 1.75 -6.64 -7.47 0.1409
H -0.50 -5.20 -7.15 0.1344
H 0.91 -4.40 -7.89 0.1374
C 11.06 5.86 4.73 -0.1576
C 10.14 4.67 4.58 -0.1596
O 9.45 4.58 5.83 -0.1781
S 9.26 6.05 6.44 0.6441
O 7.94 6.50 6.10 -0.2462
O 9.74 6.05 7.77 -0.1941
O 10.30 6.82 5.49 -0.1780
H 11.95 5.60 5.31 0.1360
H 11.36 6.28 3.78 0.1376
H 10.68 3.75 4.37 0.1411
H 9.40 4.84 3.79 0.1305
C -8.93 5.78 -3.24 -0.1584
C -9.52 4.51 -2.68 -0.1642
O -8.50 3.52 -2.88 -0.1855
S -7.05 4.21 -2.76 0.6431
O -6.55 4.00 -1.45 -0.2436
O -6.30 3.88 -3.92 -0.2123
O -7.54 5.74 -2.88 -0.1749
H -8.99 5.81 -4.33 0.1365
H -9.40 6.67 -2.83 0.1388
H -10.44 4.22 -3.18 0.1381
H -9.70 4.59 -1.61 0.1340
```

LUMO energy: -3.373 eV
Maximum force: 3.0 eV Å⁻¹
E: -9601.2722 a.u.
Orbital gap: 0.3047 hartree
Net charge: +1


Entry 4:
Here is a molecular structure, C32H44BrN3P2Re from the OMol25 dataset. Energies are from ωB97M-V/def2-TZVPD.

The geometry in XYZ format:
```
83
Properties=species:S:1:pos:R:3:lowdin_charge:R:1
C 4.88 -7.10 -1.10 0.0742
C 4.09 -6.68 -2.20 -0.1603
C 4.28 -7.28 -3.45 0.0485
C 5.20 -8.35 -3.53 -0.0212
N 5.90 -8.79 -2.48 0.1860
C 5.76 -8.17 -1.30 -0.0311
C 3.11 -5.62 -2.02 0.1823
C 2.43 -4.91 -1.29 0.1410
C 1.72 -3.76 -0.93 -0.2271
C 1.45 -3.38 0.39 0.0332
C 1.32 -2.02 0.75 0.0218
C 1.44 -1.10 -0.33 -0.2349
C 2.01 -1.57 -1.66 -0.2898
C 1.65 -2.91 -2.05 -0.0613
Re 0.15 -0.79 -1.86 1.0426
P -1.84 -1.45 -1.09 0.7887
H 3.74 -6.94 -4.34 0.1407
H 4.82 -6.60 -0.13 0.1442
H 5.37 -8.86 -4.49 0.1504
H 6.37 -8.55 -0.46 0.1493
H 1.91 -3.30 -3.03 0.1310
H 1.38 -4.21 1.11 0.1629
H 2.93 -1.12 -2.01 0.1235
H 1.10 -1.66 1.75 0.1425
C -3.22 -0.18 -1.15 -0.4130
C -4.54 -0.65 -1.79 -0.0975
H -2.85 0.71 -1.68 -0.0112
H -3.36 0.17 -0.12 0.0936
H -5.29 0.16 -1.66 0.1153
H -4.41 -0.84 -2.87 0.0805
H -4.91 -1.56 -1.29 0.0799
C -2.43 -2.96 -1.95 -0.3434
C -1.69 -4.24 -1.53 -0.1058
H -2.28 -2.81 -3.03 0.0694
H -3.51 -3.03 -1.77 0.0900
H -1.89 -5.02 -2.29 0.1039
H -0.60 -4.08 -1.51 0.0309
H -2.03 -4.62 -0.55 0.0959
C -1.87 -1.93 0.67 -0.3708
C -3.26 -2.35 1.16 -0.0832
H -1.46 -1.09 1.25 0.0855
H -1.15 -2.76 0.77 0.0644
H -3.16 -2.74 2.17 0.1062
H -3.94 -1.49 1.19 0.0867
H -3.69 -3.13 0.53 0.0834
Br -0.63 1.65 -0.89 0.5695
P 0.15 0.07 -3.95 0.9158
C -1.68 -0.35 -4.38 -0.3501
C -2.48 0.21 -5.55 -0.0887
H -2.26 -0.05 -3.48 0.0278
H -1.77 -1.45 -4.40 0.0723
H -3.51 -0.19 -5.48 0.1029
H -2.54 1.30 -5.47 0.0917
H -2.06 -0.09 -6.51 0.0892
C 0.88 1.81 -3.79 -0.4024
C 1.24 2.75 -4.94 -0.1011
H 1.77 1.74 -3.13 0.0539
H 0.16 2.35 -3.15 -0.0122
H 1.43 3.75 -4.50 0.1047
H 2.16 2.42 -5.44 0.0844
H 0.41 2.83 -5.66 0.0884
C 1.27 -1.24 -4.65 -0.3957
C 1.32 -1.76 -6.09 -0.0870
H 0.98 -2.14 -4.09 0.0294
H 2.29 -1.01 -4.33 0.0893
H 2.19 -2.44 -6.18 0.0983
H 0.43 -2.35 -6.32 0.0882
H 1.45 -0.95 -6.81 0.0906
N 3.95 1.92 -0.24 0.2127
C 3.28 1.07 -1.06 -0.0758
N 2.16 0.66 -0.48 0.0220
C 2.01 1.34 0.71 -0.2974
C 0.95 1.31 1.60 -0.1217
C 0.96 2.26 2.62 -0.0171
C 2.10 3.06 2.85 0.0019
C 3.21 3.00 1.98 0.0489
C 3.11 2.17 0.87 -0.1455
H 4.90 2.26 -0.40 0.2021
H 3.67 0.76 -2.02 0.1485
H 0.14 0.61 1.45 0.0519
H 0.09 2.36 3.27 0.1331
H 2.11 3.73 3.73 0.1401
H 4.14 3.54 2.15 0.1397
```

LUMO energy (spin up / spin down): -13.785 / -14.946 eV
<S²>: 4.1317
Maximum force: 4.9 eV Å⁻¹
E: -4743.1883 a.u.
Relative energy (zero: lowest compared OMol25 entry of this formula, charge and spin): 2.544 eV
2S+1: 4
Orbital gap (spin up / spin down): 0.1831 / 0.1405 hartree
Net charge: +4


Entry 5:
Here is a molecular structure, C32H44CeN6O2P2S2Si from the OMol25 dataset. Energies are from ωB97M-V/def2-TZVPD.

The geometry in XYZ format:
```
90
Properties=species:S:1:pos:R:3:lowdin_charge:R:1
Ce -0.56 -0.06 -0.49 0.5226
S -1.54 1.92 1.32 0.6486
C -2.66 2.48 0.11 -1.0330
S -2.85 1.49 -1.32 0.6464
C -3.36 3.64 0.28 -0.3734
C -4.23 4.12 -0.76 -0.2562
N -4.91 4.50 -1.61 0.1488
C -3.23 4.43 1.47 -0.2532
N -3.13 5.05 2.43 0.1472
C 1.82 2.28 1.76 -0.2411
P 1.39 0.51 1.85 0.9821
C 0.39 0.43 3.42 -0.3958
N 0.81 1.15 4.42 0.1416
C 0.07 1.19 5.56 -0.1952
C 0.52 1.96 6.66 -0.0066
C -0.22 2.01 7.80 -0.0641
C -1.45 1.29 7.89 -0.0635
C -1.90 0.55 6.85 -0.0069
C -1.13 0.48 5.66 -0.1943
N -1.58 -0.25 4.60 0.1412
C -0.86 -0.30 3.52 -0.4122
P -1.56 -1.31 2.12 0.9695
C -3.33 -0.89 2.08 -0.2364
C -1.60 -3.05 2.80 -0.7156
C -0.23 -3.45 3.34 -0.0946
C -2.65 -3.23 3.90 -0.0906
C -1.94 -3.98 1.63 -0.1001
C 3.03 -0.29 2.18 -0.7185
C 3.80 -0.26 0.85 -0.0923
C 2.84 -1.74 2.58 -0.0990
C 3.85 0.44 3.25 -0.0866
H 1.99 2.68 2.76 0.0487
H 1.03 2.84 1.27 0.0108
H 2.74 2.38 1.19 0.0456
H 1.45 2.51 6.56 0.1158
H 0.11 2.59 8.65 0.1068
H -2.03 1.34 8.81 0.1069
H -2.83 0.00 6.88 0.1158
H -3.68 -0.64 3.09 0.0559
H -3.88 -1.76 1.73 0.0464
H -3.52 -0.05 1.42 0.0109
H 0.05 -2.86 4.22 0.0804
H 0.55 -3.35 2.59 0.0581
H -0.27 -4.50 3.65 0.0925
H -2.53 -2.53 4.72 0.0650
H -2.55 -4.25 4.30 0.0887
H -3.66 -3.14 3.51 0.0753
H -1.16 -3.96 0.86 0.0493
H -2.89 -3.73 1.15 0.0821
H -2.01 -5.00 1.99 0.0958
H 3.26 -0.76 0.05 0.0603
H 4.75 -0.78 0.99 0.0928
H 4.03 0.75 0.52 0.0777
H 2.33 -2.31 1.79 0.0725
H 2.28 -1.85 3.51 0.0728
H 3.82 -2.21 2.73 0.0923
H 4.12 1.45 2.94 0.0758
H 4.78 -0.12 3.41 0.0883
H 3.32 0.51 4.20 0.0692
O 1.38 -0.70 -1.48 -0.2565
N 1.28 -0.09 -2.62 0.0373
N 0.84 1.10 -2.51 -0.1750
O 0.56 1.65 -1.34 -0.2301
C 0.68 1.90 -3.71 -0.1564
C 1.45 1.61 -4.82 -0.0104
C 1.24 2.38 -5.96 -0.0676
C 0.29 3.39 -5.96 -0.0703
C -0.45 3.66 -4.82 -0.0473
C -0.26 2.91 -3.66 0.0086
H 2.19 0.82 -4.80 0.1148
H 1.83 2.18 -6.85 0.1076
H 0.14 3.98 -6.85 0.1075
H -1.19 4.45 -4.82 0.1158
H -0.84 3.08 -2.77 0.0976
C -2.72 -3.80 -3.64 -0.1883
Si -1.19 -3.02 -2.94 0.3943
C -0.02 -2.59 -4.31 -0.1776
C -0.36 -4.20 -1.77 -0.1746
C -1.84 -1.45 -2.11 -0.3594
H -2.43 -4.71 -4.18 0.0302
H -3.23 -3.15 -4.35 0.0354
H -3.44 -4.08 -2.87 0.0310
H 0.25 -3.51 -4.84 0.0358
H 0.90 -2.13 -3.96 0.0090
H -0.48 -1.91 -5.04 0.0393
H 0.07 -5.02 -2.36 0.0390
H -1.06 -4.63 -1.06 0.0137
H 0.47 -3.75 -1.22 0.0305
H -2.76 -1.54 -1.53 0.0036
H -1.99 -0.64 -2.84 -0.0089
```

LUMO energy (spin up / spin down): -1.278 / -1.254 eV
Maximum force: 2.4 eV Å⁻¹
E: -3968.4421 a.u.
Orbital gap (spin up / spin down): 0.2363 / 0.2372 hartree